78
Properties=species:S:1:pos:R:3:mulliken_charge:R:1 method="wB97M-V/def2-TZVPD" spin_multiplicity=3 de_lowest_kcal_mol=19.20 charge=-1 gap_ev="4.920 / 5.125"
O 0.371 -0.691 -1.750 -0.221
C -0.443 -0.533 -2.877 0.323
C -0.192 0.792 -3.560 -1.042
C 0.471 1.824 -2.905 0.488
H 0.840 1.640 -1.906 0.559
C 0.668 3.051 -3.522 -1.112
H 1.175 3.847 -2.991 0.412
C 0.214 3.261 -4.817 -0.450
H 0.365 4.218 -5.301 0.386
C -0.430 2.230 -5.489 -0.726
H -0.780 2.380 -6.503 0.369
C -0.631 1.009 -4.862 -0.174
H -1.138 0.208 -5.387 0.403
H -0.226 -1.317 -3.611 0.302
C -2.215 -2.163 -2.172 -1.458
C -1.886 -0.728 -2.431 -0.069
H -3.270 -2.394 -2.290 0.312
H -1.903 -2.448 -1.169 0.226
H -1.657 -2.805 -2.858 0.453
C -2.718 0.302 -2.262 0.523
C -4.132 0.267 -1.789 -1.379
H -2.349 1.291 -2.512 0.261
H -4.838 0.654 -2.518 0.419
H -4.251 0.854 -0.874 0.200
H -4.438 -0.751 -1.537 0.310
Pd -0.093 -0.790 0.064 1.785
Cl -2.391 -0.591 -0.162 -0.637
C -1.174 -0.552 2.772 -0.329
O -0.307 -1.156 2.119 -0.884
N -1.324 -0.683 4.092 0.413
C -0.794 -1.828 4.804 -0.977
C -2.010 0.329 4.867 -0.969
H -1.872 0.131 2.290 0.541
H -0.231 -2.440 4.110 0.232
H -1.605 -2.417 5.233 0.321
H -0.139 -1.499 5.611 0.315
H -2.206 1.197 4.246 0.309
H -1.401 0.639 5.717 0.291
H -2.959 -0.054 5.244 0.336
H 4.720 1.089 -1.976 0.349
H 4.605 1.430 0.726 0.426
C 3.646 0.977 -1.835 -1.078
C 3.552 1.171 0.622 -1.112
N 3.371 0.348 -0.561 0.348
H 3.247 0.374 -2.645 0.375
C 2.766 -0.830 -0.498 -0.146
O 1.966 -1.188 0.384 -0.806
H 3.201 0.635 1.494 0.323
H 3.052 -1.517 -1.305 0.515
H 3.180 1.962 -1.865 0.287
H 2.962 2.078 0.517 0.309
H -0.189 -6.174 0.605 0.317
H 2.008 -6.340 -1.016 0.331
C -0.557 -5.639 -0.271 -1.014
C 1.495 -5.621 -1.655 -0.994
N 0.512 -4.884 -0.889 0.352
H -1.352 -4.966 0.032 0.272
C 0.536 -3.553 -0.824 0.272
O -0.230 -2.887 -0.107 -0.760
H 2.215 -4.924 -2.065 0.290
H 1.269 -3.067 -1.466 -0.066
H -0.972 -6.356 -0.977 0.353
H 1.011 -6.163 -2.469 0.337
O -1.093 3.874 1.209 -0.738
C -0.299 3.799 2.295 0.711
C -0.376 4.838 3.241 -0.788
C 0.389 4.815 4.412 -0.337
C 1.255 3.757 4.650 -0.854
C 1.346 2.724 3.730 -0.569
C 0.571 2.702 2.532 0.255
C 0.688 1.462 1.702 0.628
O 1.285 0.492 2.342 -0.695
O 0.107 1.170 0.520 0.030
H -1.121 3.204 0.518 0.249
H -1.050 5.669 3.084 0.433
H 0.312 5.610 5.143 0.363
H 1.847 3.726 5.561 0.378
H 2.025 1.920 3.992 0.390



94
Properties=species:S:1:pos:R:3:mulliken_charge:R:1 method="wB97M-V/def2-TZVPD" de_lowest_kcal_mol=58.79 charge=+1 gap_ev=7.223
C 3.084 -1.554 4.429 -0.872
C 3.941 -2.348 3.407 -0.802
C 3.078 -2.964 2.246 -0.555
C 2.583 -1.848 1.279 -1.072
C 1.168 -2.049 0.592 1.533
P 1.404 -3.593 -0.562 -0.196
N 2.690 -3.191 -1.661 -0.583
O 1.998 -4.876 0.270 -0.429
N 0.922 -0.949 -0.441 0.639
C 1.838 0.234 -0.416 -1.074
C 3.101 0.144 -1.343 -1.365
C 4.241 1.068 -0.829 0.749
F 5.358 0.636 -1.475 -0.347
F 4.422 0.802 0.488 -0.288
C 4.054 2.564 -1.206 0.378
F 4.503 2.676 -2.475 -0.350
F 2.756 2.940 -1.278 -0.207
C 4.921 3.600 -0.378 0.815
F 6.062 2.943 -0.048 -0.284
F 5.322 4.551 -1.219 -0.277
C 4.266 4.071 0.963 0.320
F 5.194 4.003 1.913 -0.281
F 3.331 3.186 1.361 -0.182
S 3.511 5.789 1.036 1.344
F 2.088 5.167 1.503 -0.290
F 2.984 5.726 -0.464 -0.281
F 4.881 6.484 0.662 -0.289
F 3.901 5.868 2.597 -0.312
F 2.861 7.237 1.172 -0.285
C -0.507 -0.496 -0.485 -1.556
C -1.434 -1.559 -1.203 -0.526
C -1.699 -1.145 -2.713 -1.037
C -3.079 -0.449 -2.947 -0.352
C -3.671 -0.800 -4.361 -0.852
N -5.043 -0.298 -4.519 -0.651
C -1.094 -0.206 0.915 1.311
C -0.318 0.745 1.858 -0.639
C -0.217 2.246 1.468 0.379
C -1.344 3.055 2.205 -1.501
F -0.215 2.530 0.102 -0.367
O -2.462 0.196 0.937 -0.497
C -2.813 1.055 0.020 0.511
N -3.060 1.867 -0.703 -0.462
O -1.141 -1.486 1.539 -0.912
C 0.032 -2.217 1.658 1.024
F 0.471 -1.950 2.949 -0.344
C -0.590 -3.687 1.827 0.235
F -1.276 -4.101 0.770 -0.189
F 0.209 -4.575 2.380 -0.208
F -1.553 -3.508 2.777 -0.283
H 2.291 -2.187 4.874 0.224
H 3.690 -1.171 5.271 0.437
H 2.554 -0.692 3.973 0.077
H 4.316 -3.230 3.966 0.456
H 4.821 -1.794 3.038 0.324
H 3.766 -3.632 1.697 0.438
H 2.315 -3.574 2.748 0.202
H 3.381 -1.757 0.523 0.656
H 2.527 -0.936 1.909 -0.156
H 2.392 -3.428 -2.607 0.273
H 3.514 -3.769 -1.479 0.270
H 1.801 -5.711 -0.186 0.391
H 1.037 -1.329 -1.400 0.742
H 2.053 0.663 0.570 0.143
H 1.321 1.083 -0.909 0.926
H 3.560 -0.854 -1.397 0.423
H 2.831 0.422 -2.381 0.656
H -0.621 0.359 -1.176 1.437
H -2.428 -1.638 -0.737 0.683
H -1.001 -2.570 -1.246 0.081
H -1.724 -2.091 -3.296 0.562
H -0.838 -0.559 -3.096 0.367
H -2.886 0.638 -2.982 0.234
H -3.780 -0.737 -2.143 0.266
H -3.001 -0.286 -5.082 0.340
H -3.596 -1.880 -4.579 0.399
H -5.102 0.657 -4.161 0.310
H -5.618 -0.851 -3.879 0.218
H -0.848 0.698 2.829 1.022
H 0.699 0.378 2.107 -1.023
H 0.731 2.633 1.892 0.247
H -2.174 2.386 2.497 0.327
H -1.705 3.894 1.590 0.383
H -0.918 3.448 3.146 0.420
N -7.561 -1.269 -1.311 0.023
C -8.537 -1.213 -2.271 -0.555
C -9.219 -0.036 -2.111 -0.370
C -8.630 0.649 -1.015 -0.415
C -7.610 -0.134 -0.545 -0.518
H -6.911 -2.024 -1.188 0.199
H -8.661 -2.014 -2.981 0.389
H -10.048 0.297 -2.713 0.416
H -8.923 1.607 -0.619 0.408
H -6.917 0.016 0.267 0.425



69
Properties=species:S:1:pos:R:3:mulliken_charge:R:1 method="wB97M-V/def2-TZVPD" charge=+1 gap_ev=6.621
C 5.994 -0.177 12.444 -1.365
C 5.816 -0.587 10.999 -0.401
C 6.754 -1.689 10.516 -0.388
C 6.451 -2.009 9.035 -1.067
Ge 7.634 -3.432 8.424 1.257
C 9.492 -2.848 8.594 -1.167
C 9.847 -1.542 7.879 0.169
C 11.287 -1.143 8.208 -0.445
C 11.709 0.102 7.451 -1.330
C 7.741 -4.880 9.744 -1.023
C 6.430 -5.660 9.969 -1.084
C 5.983 -6.511 8.778 0.902
C 4.596 -7.061 9.021 -1.464
H 7.059 -3.921 6.975 -1.172
H 5.274 0.607 12.679 0.394
H 5.817 -0.994 13.145 0.333
H 6.985 0.225 12.656 0.333
H 4.786 -0.928 10.846 0.309
H 5.957 0.287 10.354 0.305
H 7.801 -1.375 10.642 0.227
H 6.635 -2.589 11.137 0.213
H 5.400 -2.321 8.911 0.579
H 6.571 -1.109 8.406 0.510
H 9.738 -2.790 9.678 0.451
H 10.097 -3.691 8.204 0.550
H 9.720 -1.672 6.796 -0.322
H 9.150 -0.740 8.168 0.305
H 11.365 -0.978 9.293 0.342
H 11.953 -1.985 7.974 0.341
H 12.748 0.346 7.676 0.401
H 11.632 -0.023 6.370 0.289
H 11.103 0.965 7.723 0.331
H 8.532 -5.550 9.367 0.612
H 8.122 -4.450 10.686 0.464
H 6.566 -6.309 10.847 0.513
H 5.644 -4.945 10.237 0.265
H 6.004 -5.916 7.850 -0.701
H 6.710 -7.324 8.620 0.358
H 4.242 -7.638 8.164 0.321
H 4.583 -7.721 9.893 0.383
H 3.870 -6.260 9.195 0.353
F 5.392 -1.123 1.879 -0.306
C 6.302 -1.469 2.852 0.207
C 7.425 -0.669 3.023 -0.621
C 8.388 -1.090 3.946 -0.728
C 8.232 -2.249 4.707 -0.683
C 7.090 -3.047 4.525 0.618
C 6.940 -4.260 5.292 0.207
C 5.756 -5.034 5.206 -0.166
C 5.771 -6.392 5.464 -0.449
C 4.685 -7.260 5.121 0.711
C 3.639 -6.832 4.254 -0.667
C 2.537 -7.657 4.064 0.259
F 1.530 -7.256 3.221 -0.297
C 2.439 -8.904 4.681 -0.616
C 3.502 -9.339 5.484 -0.472
C 4.622 -8.545 5.708 -0.737
C 6.104 -2.631 3.586 -0.623
H 7.554 0.223 2.413 0.461
H 9.285 -0.486 4.094 0.407
H 8.989 -2.568 5.439 0.700
H 7.894 -4.783 5.528 0.525
H 4.814 -4.522 4.928 0.600
H 6.639 -6.835 5.951 0.424
H 3.692 -5.877 3.735 0.590
H 1.558 -9.516 4.521 0.452
H 3.475 -10.328 5.940 0.400
H 5.481 -8.882 6.305 0.439
H 5.225 -3.242 3.379 0.482